# 1
Computed, not measured: 2 unconnected molecules or ions with the total composition C4H11N3O2, with ωB97M-V/def2-TZVPD.

Properties
Charge: +1
Kohn-Sham gap (alpha / beta) (eV): 10.4575 / 6.4902
Spin multiplicity: 2
E_HOMO (alpha / beta) (eV): -13.5 / -13.5
M (g/mol): 133.151
Relative energy (zero: lowest compared OMol25 entry of this formula, charge and spin) (kcal per mole): 22.7
<S²>: 0.757
Maximum force (eV Å⁻¹): 3.14
Total energy (eV): -12884.110

Each line ends with the Mulliken charge.
Geometry (Å):
C1 2.506 2.446 1.658  -0.795
C2 1.858 0.776 0.020  0.876
N1 2.046 1.164 1.297  -0.323
N2 1.922 1.561 -1.039  -0.361
N3 1.619 -0.513 -0.113  -0.299
H1 -1.546 -2.768 0.554  0.325
H2 3.583 2.568 1.460  0.379
H3 2.430 2.600 2.726  0.277
H4 2.199 2.527 -0.939  0.199
H5 1.503 1.372 -1.939  0.250
H6 1.494 -1.023 0.753  0.265
H7 1.575 -1.027 -0.979  0.219
H8 2.049 3.219 1.038  0.307
C3 -3.546 -0.503 -0.416  -0.972
C4 -2.427 -1.483 -0.540  0.699
O1 -2.225 -2.087 0.670  -0.457
O2 -1.616 -1.587 -1.419  -0.554
H9 -4.434 -1.104 -0.663  0.304
H10 -3.615 0.041 -1.362  0.351
H11 -3.693 0.072 0.486  0.311

# 2
Computed, not measured: 9 unconnected molecules or ions with the total composition C39H66BrN2O11P2S, with ωB97M-V/def2-TZVPD.

Properties
Charge: +1
Kohn-Sham gap (eV): 6.8642
E_HOMO (eV): -10.7
M (g/mol): 912.879
Maximum force (eV Å⁻¹): 1.21
Total energy (eV): -166468.719

Each line ends with the Mulliken charge.
Geometry (Å):
C1 6.901 -4.467 0.109  -0.990
P1 5.152 -4.583 -0.384  0.289
O1 5.360 -5.348 -1.784  -0.513
N1 5.022 -2.819 -1.017  0.449
C2 5.899 -2.399 -1.945  -0.642
C3 5.884 -1.113 -2.414  -1.008
C4 4.923 -0.219 -1.925  0.878
P2 4.926 1.582 -2.393  0.045
O2 6.165 1.659 -3.425  -0.497
Br1 3.164 1.624 -3.770  -0.137
C5 3.982 -0.661 -0.982  -0.174
C6 2.919 0.257 -0.430  -1.063
C7 1.516 -0.107 -0.933  0.640
C8 0.490 -0.080 0.178  -0.099
O3 0.817 0.082 1.346  -0.738
N2 -0.860 -0.172 -0.152  0.126
C9 -1.297 -1.110 -1.153  0.222
C10 -2.063 -2.195 -0.765  -0.572
C11 -2.526 -3.089 -1.705  -0.795
C12 -2.234 -2.914 -3.047  -0.785
C13 -1.467 -1.836 -3.431  -0.547
C14 -1.012 -0.925 -2.497  0.137
C15 4.060 -1.991 -0.543  0.395
S1 2.906 -2.639 0.614  -0.139
H1 7.118 -3.461 0.464  0.304
H2 7.047 -5.181 0.918  0.399
H3 7.549 -4.719 -0.729  0.340
H4 4.637 -5.144 -2.407  0.528
H5 6.614 -3.132 -2.293  0.491
H6 6.636 -0.799 -3.125  0.476
H7 6.161 1.008 -4.139  0.336
H8 2.966 0.247 0.657  0.110
H9 3.151 1.271 -0.750  0.848
H10 1.218 0.638 -1.673  0.290
H11 1.486 -1.072 -1.438  -0.356
H12 -1.321 -0.387 0.727  0.334
H13 -2.318 -2.339 0.278  0.439
H14 -3.141 -3.925 -1.401  0.426
H15 -2.620 -3.618 -3.769  0.468
H16 -1.242 -1.675 -4.477  0.585
H17 -0.444 -0.066 -2.822  0.379
H18 2.851 -1.534 1.370  0.228
C16 -0.198 5.558 -0.625  -1.270
C17 0.448 4.210 -0.808  0.734
O4 1.044 3.912 -1.822  -0.533
C18 0.334 3.237 0.333  0.406
H19 -0.041 6.165 -1.513  0.351
H20 -1.268 5.438 -0.451  0.346
H21 0.238 6.057 0.243  0.246
H22 -0.714 3.008 0.537  0.465
H23 0.794 3.654 1.231  -0.158
H24 0.852 2.327 0.055  -0.585
C19 3.776 6.091 3.896  -1.412
C20 3.148 4.956 3.138  0.753
O5 2.073 5.068 2.587  -0.546
C21 3.900 3.653 3.103  -0.673
H25 3.132 6.966 3.849  0.333
H26 3.914 5.797 4.937  0.298
H27 4.751 6.334 3.468  0.416
H28 4.050 3.290 4.120  0.215
H29 4.877 3.783 2.637  0.528
H30 3.324 2.922 2.537  0.012
C22 -4.735 0.143 -2.388  -0.518
C23 -5.631 -0.958 -2.895  0.866
O6 -5.239 -2.099 -3.001  -0.550
C24 -7.041 -0.571 -3.260  -1.100
H31 -3.748 -0.267 -2.169  -0.183
H32 -4.640 0.927 -3.141  0.487
H33 -5.166 0.573 -1.483  0.187
H34 -7.032 0.186 -4.046  0.387
H35 -7.549 -0.165 -2.384  0.256
H36 -7.575 -1.451 -3.615  0.226
C25 6.562 0.749 6.149  -1.236
C26 6.053 0.855 4.734  0.858
O7 6.471 1.686 3.964  -0.547
C27 4.980 -0.131 4.324  -0.789
H37 7.321 1.507 6.321  0.325
H38 5.742 0.892 6.854  0.321
H39 6.992 -0.240 6.321  0.355
H40 4.103 -0.017 4.963  0.342
H41 5.351 -1.152 4.427  0.456
H42 4.699 0.054 3.289  -0.060
C28 2.331 -2.380 -4.232  -0.481
C29 3.476 -3.305 -4.532  0.625
O8 3.953 -4.027 -3.678  -0.562
C30 4.040 -3.271 -5.923  -1.311
H43 2.013 -2.493 -3.197  -0.085
H44 2.693 -1.361 -4.390  0.104
H45 1.485 -2.576 -4.890  0.543
H46 4.386 -2.263 -6.159  0.320
H47 3.266 -3.540 -6.643  0.374
H48 4.868 -3.970 -6.006  0.360
C31 -0.012 3.718 4.590  -0.347
C32 0.697 3.769 5.920  0.788
O9 1.890 3.976 5.984  -0.518
C33 -0.132 3.548 7.160  -1.291
H49 0.727 3.911 3.818  -0.337
H50 -0.467 2.735 4.450  0.341
H51 -0.796 4.475 4.545  0.367
H52 -0.606 2.566 7.121  0.329
H53 -0.917 4.304 7.224  0.337
H54 0.500 3.609 8.043  0.329
C34 -8.339 -0.278 1.811  -1.285
C35 -7.161 -0.078 0.897  0.905
O10 -7.244 0.588 -0.110  -0.580
C36 -5.872 -0.762 1.294  -0.763
H55 -9.202 0.249 1.415  0.303
H56 -8.575 -1.341 1.878  0.316
H57 -8.114 0.094 2.812  0.396
H58 -6.028 -1.840 1.355  0.328
H59 -5.549 -0.405 2.274  0.404
H60 -5.097 -0.552 0.559  -0.039
C37 -9.976 -3.948 -1.653  -1.065
C38 -10.625 -2.592 -1.511  0.882
O11 -10.759 -2.061 -0.434  -0.554
C39 -11.096 -1.931 -2.784  -1.040
H61 -9.683 -4.318 -0.673  0.291
H62 -10.674 -4.652 -2.110  0.350
H63 -9.094 -3.877 -2.292  0.269
H64 -11.835 -2.560 -3.282  0.368
H65 -10.254 -1.788 -3.464  0.228
H66 -11.540 -0.967 -2.551  0.284